# 1
Computed, not measured: 12 unconnected molecules or ions with the total composition C28H70BO19 in a non-equilibrium geometry, with the ωB97M-V functional and the def2-TZVPD basis.

As for the molecular weight: 721.7 g mol⁻¹. The lowest unoccupied orbital energy is 1.8 eV. As for the highest occupied orbital energy: -7.731 eV. The total charge is -1. The multiplicity is 1.

```
118
Properties=species:S:1:pos:R:3:forces:R:3:lowdin_charge:R:1
O 22.762 14.026 -14.710 1.7 3.7 0.0 0.097
C 23.403 15.107 -14.823 -3.2 -4.9 1.6 -0.349
O 24.316 15.290 -15.688 1.6 1.2 -1.5 0.259
B 24.846 16.680 -15.612 -0.5 -0.2 0.6 -0.760
O 24.141 17.212 -14.381 0.7 0.4 -1.0 0.189
C 23.288 16.333 -13.919 -2.3 1.1 2.1 -0.337
O 22.514 16.550 -12.971 2.0 -1.0 -2.3 0.104
O 24.613 17.438 -16.888 -2.1 -1.9 2.4 0.241
C 25.728 17.785 -17.375 2.4 3.1 -1.8 -0.357
O 25.805 18.568 -18.328 0.5 -1.9 1.3 0.085
C 26.889 17.337 -16.333 1.4 2.3 -2.9 -0.378
O 26.306 16.749 -15.367 -1.6 -1.3 1.4 0.239
O 28.047 17.667 -16.422 -0.9 -0.6 0.1 0.133
C 30.836 18.052 -17.695 1.2 1.2 0.2 -0.086
C 31.543 16.790 -17.244 -0.1 -0.4 -1.1 -0.470
C 32.287 16.094 -18.434 -0.6 1.2 1.1 -0.034
O 32.534 17.048 -16.239 -0.8 -0.2 -0.5 -0.043
H 31.606 18.681 -18.141 0.0 0.2 -0.5 0.084
H 30.510 18.652 -16.845 -0.4 -0.3 0.1 0.043
H 30.000 17.921 -18.382 0.1 -0.2 0.1 0.081
H 30.692 16.175 -16.950 0.4 -0.7 0.8 0.116
H 33.346 16.299 -18.277 0.1 -0.4 0.0 0.073
H 31.998 16.658 -19.320 -0.1 -0.6 -0.4 0.065
H 32.043 15.032 -18.459 0.3 0.1 -0.3 0.070
H 32.063 17.305 -15.443 0.1 -0.1 0.4 0.033
C 24.257 19.909 -12.224 0.5 -0.6 2.2 -0.025
C 25.834 19.719 -12.243 -3.1 -0.1 -0.3 -0.481
C 26.387 18.428 -11.788 0.6 -1.8 1.3 -0.060
O 26.060 19.724 -13.593 1.8 1.1 -3.0 -0.061
H 23.949 19.710 -11.197 -0.4 0.5 0.3 0.067
H 23.674 19.167 -12.769 0.7 -0.3 -0.4 0.052
H 23.884 20.879 -12.553 0.5 0.1 0.1 0.073
H 26.380 20.510 -11.730 -0.2 0.4 -0.3 0.138
H 25.944 17.532 -12.223 -0.6 0.2 -0.2 0.081
H 26.382 18.238 -10.714 0.0 0.3 0.2 0.083
H 27.410 18.352 -12.156 0.3 0.3 0.3 0.077
H 25.769 18.872 -13.925 -0.1 0.0 -0.1 0.057
C 23.178 16.808 -20.226 1.3 -0.8 -1.5 -0.047
C 22.488 18.122 -20.494 0.6 -1.2 0.5 -0.509
C 20.999 17.952 -20.580 -0.8 0.4 -0.3 -0.048
O 22.849 18.945 -19.435 -1.1 1.9 1.5 -0.056
H 22.691 16.063 -19.596 -0.3 0.4 0.0 0.094
H 24.189 16.964 -19.848 0.0 0.2 0.4 0.063
H 23.420 16.360 -21.190 -0.4 -0.5 -0.2 0.079
H 22.835 18.621 -21.398 0.2 -0.4 -0.4 0.131
H 20.670 17.089 -21.159 0.5 -0.2 -0.1 0.081
H 20.586 18.812 -21.107 -0.3 0.2 0.3 0.078
H 20.530 17.830 -19.603 0.1 0.2 0.1 0.084
H 23.745 18.801 -19.122 0.4 -0.2 -0.1 0.049
C 22.052 10.702 -13.578 -0.2 -1.8 -1.5 -0.043
C 20.983 10.622 -14.738 1.3 1.6 0.9 -0.481
C 19.668 11.054 -14.229 -1.7 1.4 0.3 -0.086
O 21.488 11.522 -15.712 -0.5 -0.2 -0.7 -0.066
H 22.992 10.538 -14.104 0.2 -0.7 0.3 0.072
H 21.805 9.893 -12.890 0.5 0.2 0.4 0.070
H 22.263 11.660 -13.104 -1.1 0.2 0.0 0.077
H 20.782 9.684 -15.255 1.0 -0.5 0.3 0.134
H 19.315 10.499 -13.360 0.0 -0.2 -0.1 0.081
H 18.895 11.078 -14.997 -0.1 -0.5 -0.2 0.080
H 19.692 12.104 -13.936 0.3 0.1 0.4 0.069
H 21.886 12.238 -15.213 0.1 0.5 -0.2 0.026
C 29.402 14.538 -14.066 0.0 -0.6 0.8 -0.038
C 28.550 13.233 -13.787 -0.5 2.5 -1.7 -0.467
C 27.487 13.115 -14.908 0.7 0.2 0.0 -0.050
O 29.395 12.109 -13.843 -0.1 -0.1 0.2 -0.045
H 30.150 14.650 -13.282 0.2 -0.1 -0.1 0.065
H 28.910 15.510 -14.094 -0.9 -0.3 0.3 0.063
H 29.899 14.537 -15.036 0.1 -0.7 0.0 0.071
H 28.020 13.279 -12.835 0.2 0.2 0.3 0.126
H 26.931 12.178 -14.864 -0.1 -0.1 0.1 0.074
H 28.049 13.131 -15.841 -0.1 -0.1 -0.2 0.083
H 26.790 13.952 -14.945 0.0 0.0 0.2 0.064
H 28.733 11.423 -13.953 0.4 -0.7 0.0 0.075
C 20.648 19.190 -14.552 1.5 -0.6 -1.4 -0.052
C 21.420 18.802 -15.885 -0.2 1.0 1.5 -0.290
O 20.832 19.453 -17.007 0.1 -0.5 0.5 -0.081
H 21.006 18.511 -13.778 -0.6 -0.5 0.0 0.044
H 19.589 19.126 -14.802 0.0 0.0 0.6 0.072
H 20.954 20.144 -14.122 -0.3 0.4 -0.6 0.063
H 21.461 17.717 -15.986 -0.6 -0.3 -0.2 0.099
H 22.476 19.065 -15.824 0.2 0.4 0.2 0.096
H 21.404 19.189 -17.732 0.1 0.2 -0.7 0.032
C 24.150 21.819 -17.696 0.8 -0.8 1.8 -0.078
C 24.803 22.764 -18.629 1.1 -1.2 -0.9 -0.378
O 23.924 23.542 -19.349 -0.8 1.6 -0.7 -0.055
H 24.824 20.970 -17.578 0.2 -0.2 0.1 0.055
H 23.197 21.348 -17.936 -0.2 0.6 -0.2 0.075
H 24.204 22.330 -16.735 -1.0 -0.4 0.4 0.079
H 25.414 22.166 -19.304 0.2 0.0 -0.5 0.092
H 25.535 23.372 -18.099 -0.3 0.4 0.0 0.117
H 23.312 22.971 -19.818 0.0 -0.1 0.1 0.087
C 28.084 20.938 -17.654 0.7 -0.7 0.9 -0.087
C 29.310 21.582 -17.062 -0.1 0.7 -1.4 -0.325
O 29.009 22.843 -16.450 0.4 -0.5 0.0 -0.077
H 28.435 20.059 -18.195 -0.3 -0.1 -0.1 0.065
H 27.549 21.599 -18.336 -0.2 -0.1 0.4 0.073
H 27.597 20.573 -16.750 -1.2 0.0 -0.5 0.074
H 29.926 21.772 -17.940 0.7 0.4 0.5 0.111
H 29.796 20.882 -16.383 0.2 0.1 0.1 0.097
H 28.368 22.639 -15.765 -0.2 0.2 0.2 0.072
C 26.929 18.991 -21.412 -1.6 0.1 0.7 -0.177
O 27.428 19.453 -22.641 0.9 -0.2 -0.5 -0.112
H 26.765 19.832 -20.738 -0.1 0.0 0.2 0.065
H 25.967 18.515 -21.601 -0.3 0.0 0.3 0.068
H 27.472 18.242 -20.836 0.8 0.1 -0.7 0.077
H 26.672 19.582 -23.219 0.2 0.0 0.0 0.072
C 30.615 18.336 -13.704 1.0 1.8 -1.2 -0.141
O 31.518 17.239 -13.414 -1.7 0.7 0.1 -0.110
H 30.013 18.277 -14.611 -0.2 -1.4 0.2 0.058
H 29.984 18.832 -12.966 0.0 -1.1 0.8 0.075
H 31.226 19.177 -14.031 0.5 0.3 0.2 0.074
H 31.922 17.481 -12.577 0.2 -0.2 0.0 0.082
C 19.363 15.384 -13.770 0.5 0.2 -1.1 -0.186
O 19.926 15.190 -12.534 0.1 -0.2 2.1 -0.118
H 19.439 14.436 -14.302 -0.4 0.1 -0.6 0.065
H 18.338 15.749 -13.712 -0.1 -0.1 0.1 0.078
H 19.970 16.138 -14.271 -0.3 0.1 -0.7 0.063
H 20.814 15.555 -12.543 0.3 0.0 0.0 0.032
```
Forces are in eV/Å.



# 2
Computed, not measured: a single C2H5BrSi molecule in a non-equilibrium geometry, with the ωB97M-V functional and the def2-TZVPD basis.

As for the expectation value of S²: 2.005. As for the molecular weight: 137.1 g mol⁻¹. The lowest unoccupied orbital energy (alpha / beta) is 0.8 / -2.6 eV. As for the highest occupied orbital energy (alpha / beta): -6.030 / -10.521 eV. The multiplicity is 3.

```
9
Properties=species:S:1:pos:R:3:forces:R:3:lowdin_charge:R:1
C -0.175 0.209 1.592 4.2 -0.1 8.5 -0.111
C -0.660 0.126 0.365 -1.4 -0.9 -9.5 -0.328
Si 0.319 -0.148 -1.303 0.1 1.3 2.5 0.224
Br 1.860 -1.774 -1.295 -0.1 0.4 0.3 0.234
H -0.657 0.750 2.349 -0.6 1.4 0.7 0.037
H 0.757 -0.177 2.030 -0.5 -0.6 -0.8 0.068
H -1.630 0.542 0.154 -0.6 -0.6 -0.1 0.051
H 0.866 1.147 -1.791 0.3 -0.3 -0.1 -0.071
H -0.680 -0.675 -2.100 -1.4 -0.6 -1.4 -0.105
```
Forces are in eV/Å.



# 3
Computed, not measured: a molecular structure, C2H4OS3 in a non-equilibrium geometry, with the ωB97M-V functional and the def2-TZVPD basis.

As for the molecular weight: 140.3 g mol⁻¹. The lowest unoccupied orbital energy is 0.1 eV. As for the highest occupied orbital energy: -8.303 eV. The multiplicity is 1.

```
10
Properties=species:S:1:pos:R:3:forces:R:3:lowdin_charge:R:1
C -1.034 0.313 -0.317 3.9 -0.3 1.5 -1.121
C 0.634 -0.041 0.816 -2.4 0.8 -4.2 -0.492
O -0.761 0.857 -1.546 0.1 0.2 0.1 -0.115
S -2.432 0.694 0.786 0.5 1.3 -0.4 0.521
S -2.043 -1.082 -0.125 -0.7 -2.0 -0.6 0.525
S 2.108 0.283 -0.121 0.6 -1.5 0.3 0.680
H 0.389 -1.031 0.945 0.0 -2.4 0.0 -0.022
H 0.310 0.410 1.683 0.3 1.9 1.8 0.000
H 0.148 0.644 -1.910 -1.1 0.0 1.2 0.091
H 2.683 -1.047 -0.210 -1.2 1.9 0.2 -0.066
```
Forces are in eV/Å.